*i*
A cluster of 2 separate species, C5H12NO2P in total, computed with wB97M-V/def2-TZVPD.

Last column: Löwdin charge in e.
Cartesian coordinates (Å):
C1 -0.16 3.00 1.08  -0.049
C2 -0.37 1.79 0.65  -0.190
P1 0.51 0.20 1.17  0.456
C3 1.98 0.53 2.16  -0.159
O1 -0.45 -0.80 1.71  -0.342
O2 1.23 -0.25 -0.12  -0.199
H1 0.58 3.18 1.74  -0.001
H2 -0.48 3.91 0.49  0.087
H3 -1.21 1.74 0.03  0.047
H4 2.33 -0.52 2.41  0.080
H5 2.90 0.72 1.67  0.033
H6 1.70 1.12 3.06  0.063
H7 0.47 -0.50 -0.74  0.022
C4 -0.04 -1.75 -2.64  -0.058
N1 -0.69 -1.09 -1.83  -0.105
C5 -1.94 -1.74 -1.28  -0.089
H8 -0.54 -2.59 -3.16  0.090
H9 0.88 -1.47 -3.08  0.066
H10 -2.78 -0.93 -1.43  0.114
H11 -2.17 -2.73 -1.71  0.072
H12 -1.74 -1.84 -0.19  0.063

Values from the calculation:
**Structure (SMILES)**: C=C[P@@](C)(=O)O.C=NC
**LUMO**: 0.9544 eV

=====

*ii*
The molecule C5H12NO2P, computed with wB97M-V/def2-TZVPD.

Last column: Löwdin charge in e.
Cartesian coordinates (Å):
C1 1.33 1.71 1.65  -0.043
N1 1.62 1.65 0.40  -0.039
C2 2.11 0.59 -0.40  -0.264
C3 0.83 0.00 -0.92  -0.239
C4 0.41 -0.95 0.13  -0.268
C5 -0.98 -0.59 0.69  -0.196
P1 -2.64 -0.52 -0.36  0.601
O1 -3.15 0.79 -0.86  -0.372
O2 -2.16 -1.19 -1.69  -0.214
H1 0.76 2.58 1.95  0.064
H2 1.56 0.89 2.42  0.100
H3 2.60 -0.24 0.14  0.113
H4 2.90 0.97 -1.00  0.102
H5 0.92 -0.47 -1.92  0.126
H6 0.16 0.85 -1.08  0.118
H7 0.57 -2.01 -0.43  0.163
H8 1.16 -1.01 0.79  0.032
H9 -1.20 -1.27 1.69  0.139
H10 -0.74 0.26 1.04  -0.049
H11 -3.60 -1.46 0.15  0.046
H12 -2.46 -0.57 -2.37  0.080

Values from the calculation:
**Structure (SMILES)**: C=NCCCC[P@@H](=O)O
**LUMO**: 0.8855 eV

=====

*iii*
A cluster of 2 separate species, C5H12NO2P in total, computed with wB97M-V/def2-TZVPD.

Last column: Löwdin charge in e.
Cartesian coordinates (Å):
C1 -2.59 1.57 -1.35  -0.482
C2 -1.05 -0.29 1.18  -0.206
C3 1.79 -1.06 0.76  -0.057
C4 0.56 -1.31 -1.31  -0.039
C5 -0.21 0.48 0.18  -0.645
N1 0.99 -0.37 -0.27  -0.295
O1 -2.06 1.24 -2.31  0.185
O2 -3.15 1.91 -0.41  0.193
P1 0.53 1.99 0.93  0.756
H1 -1.87 0.36 1.48  0.055
H2 -1.49 -1.17 0.71  0.060
H3 -0.55 -0.61 2.10  0.048
H4 2.07 -0.33 1.53  0.072
H5 1.19 -1.84 1.22  0.093
H6 2.69 -1.49 0.32  0.094
H7 -0.06 -2.09 -0.86  0.095
H8 -0.03 -0.77 -2.05  0.092
H9 1.42 -1.78 -1.80  0.094
H10 1.59 0.33 -0.71  0.133
H11 0.90 2.55 -0.31  -0.124
H12 -0.67 2.68 0.95  -0.124

Values from the calculation:
**LUMO**: 0.5858 eV

=====

Tell me which of them is the least stable. Sure, it is *iii*.

=====

*i*
A cluster of 2 separate species, C4H4O in total, computed with wB97M-V/def2-TZVPD.

Last column: Löwdin charge in e.
Cartesian coordinates (Å):
C1 2.65 0.51 0.13  0.208
C2 1.45 0.12 -0.17  -0.379
C3 0.40 -0.68 -0.84  -0.024
C4 0.09 0.52 -0.07  -0.317
O1 -0.42 1.73 -0.31  0.068
H1 0.43 -0.61 -1.85  0.081
H2 0.15 -1.64 -0.31  0.127
H3 -1.22 -0.55 2.06  0.092
H4 -0.01 2.56 -0.01  0.144

Values from the calculation:
**LUMO (spin up / spin down)**: -0.5558 / -0.6388 eV

=====

*ii*
The molecule C4H4O, computed with wB97M-V/def2-TZVPD.

Last column: Löwdin charge in e.
Cartesian coordinates (Å):
C1 2.38 -0.12 -0.07  -0.490
C2 3.25 0.81 -0.33  0.226
C3 1.00 -0.26 0.54  -0.196
C4 -0.28 0.05 -0.30  -0.035
O1 1.86 -1.29 0.04  0.068
H1 0.87 -0.37 1.65  0.151
H2 -0.66 1.08 -0.26  0.078
H3 -1.11 -0.68 -0.12  0.089
H4 0.16 0.10 -1.37  0.108

Values from the calculation:
**LUMO**: -0.8735 eV

=====

Tell me which of them is the least stable. Sure, it is *i*.

=====

*i*
The molecule C4H4O, computed with wB97M-V/def2-TZVPD.

Last column: Löwdin charge in e.
Cartesian coordinates (Å):
C1 -0.50 0.77 -0.03  -0.165
C2 0.94 0.41 0.02  -0.083
C3 0.91 -0.96 0.04  -0.088
O1 -0.47 -1.43 -0.06  -0.028
C4 -1.21 -0.32 0.02  -0.240
H1 -0.79 1.87 -0.28  0.129
H2 1.79 1.28 0.10  0.156
H3 1.81 -1.54 -0.09  0.107
H4 -2.49 -0.09 0.28  0.212

Values from the calculation:
**Structure (SMILES)**: c1ccoc1
**LUMO**: 1.0879 eV

=====

*ii*
The molecule C4H4O, computed with wB97M-V/def2-TZVPD.

Last column: Löwdin charge in e.
Cartesian coordinates (Å):
C1 -1.21 0.95 -0.62  0.026
C2 -0.75 0.20 0.35  -0.116
C3 0.10 -0.55 0.99  -0.058
C4 1.25 -0.74 0.03  -0.283
O1 2.35 -0.29 0.22  0.058
H1 -1.92 0.56 -1.35  0.065
H2 -0.85 1.97 -0.73  0.074
H3 0.09 -0.87 2.02  0.108
H4 0.94 -1.21 -0.92  0.126

Values from the calculation:
**Structure (SMILES)**: C=C=CC=O
**LUMO**: 0.7218 eV

=====

Tell me which of them is the least stable. Sure, it is *i*.

=====

*i*
A cluster of 3 separate species, C3H12N2O2 in total, computed with wB97M-V/def2-TZVPD.

Last column: Löwdin charge in e.
Cartesian coordinates (Å):
C1 0.69 2.11 -1.10  -0.094
C2 -0.58 1.66 -0.39  -0.316
N1 -0.39 0.55 0.51  -0.005
C3 -1.13 0.28 1.50  -0.316
N2 -2.38 0.79 1.76  0.085
H1 1.04 3.04 -0.65  0.062
H2 0.60 2.17 -2.18  0.065
H3 1.52 1.47 -0.80  0.064
H4 -1.36 1.35 -1.09  0.107
H5 -1.17 2.47 0.08  0.095
H6 -0.84 -0.57 2.12  0.108
H7 -2.52 1.76 1.52  0.072
H8 -2.86 0.54 2.60  0.074
O1 6.52 -1.75 0.59  -0.060
H9 6.67 -2.14 1.44  0.009
H10 5.55 -1.85 0.50  0.051
O2 -3.41 -2.86 -2.45  -0.075
H11 -2.58 -2.99 -2.93  0.039
H12 -3.24 -2.26 -1.70  0.036

Values from the calculation:
**Structure (SMILES)**: CC/N=C\N.O.O
**LUMO**: 0.6777 eV

=====

*ii*
A structure of composition C3H12N2O2, computed with wB97M-V/def2-TZVPD.

Last column: Löwdin charge in e.
Cartesian coordinates (Å):
C1 -0.81 1.22 0.60  -0.250
C2 -1.98 -0.45 -0.08  -0.101
N1 -1.48 -0.72 -1.29  0.017
O1 -0.63 1.94 -0.61  -0.117
H1 0.22 1.63 -0.98  0.052
H2 -0.47 -0.98 -1.24  0.068
H3 -1.68 -0.03 -2.00  0.099
H4 -1.72 1.61 1.06  0.079
H5 0.05 0.06 0.39  0.098
H6 -2.96 0.02 -0.04  0.097
H7 -1.75 -1.16 0.70  0.093
C3 1.93 -0.97 0.98  -0.162
N2 1.05 -0.70 -0.13  -0.232
O2 1.68 0.35 -0.95  -0.145
H8 2.17 -0.13 -1.63  0.085
H9 -0.07 1.48 1.36  0.097
H10 2.11 -0.08 1.61  0.073
H11 1.45 -1.73 1.60  0.076
H12 2.90 -1.35 0.66  0.073

Values from the calculation:
**LUMO**: 0.9660 eV

=====

Tell me which of them is the least stable. Sure, it is *ii*.

=====

*i*
A cluster of 3 separate species, C3H12N2O2 in total, computed with wB97M-V/def2-TZVPD.

Last column: Löwdin charge in e.
Cartesian coordinates (Å):
C1 0.97 -1.96 2.08  -0.125
C2 0.09 -0.82 1.47  -0.347
N1 0.05 -0.81 0.03  -0.024
C3 -0.28 0.23 -0.60  -0.254
N2 -1.27 1.24 -0.19  0.072
H1 0.59 -2.63 2.83  0.035
H2 1.43 -2.55 1.11  0.125
H3 1.90 -1.52 2.53  0.062
H4 -0.83 -0.82 2.22  0.135
H5 0.64 0.12 1.67  0.100
H6 0.12 0.52 -1.62  0.131
H7 -1.46 1.39 0.82  0.088
H8 -0.87 2.04 -0.60  0.034
O1 1.11 4.67 -4.45  -0.088
H9 1.86 4.81 -3.79  0.074
H10 0.84 5.56 -4.66  0.014
O2 -1.41 -3.32 0.08  -0.104
H11 -1.46 -2.37 0.35  0.007
H12 -2.03 -3.78 0.73  0.067

Values from the calculation:
**Structure (SMILES)**: CC/N=C\N.O.O
**LUMO**: 0.6016 eV

=====

*ii*
A cluster of 3 separate species, C3H12N2O2 in total, computed with wB97M-V/def2-TZVPD.

Last column: Löwdin charge in e.
Cartesian coordinates (Å):
C1 0.44 2.61 0.04  -0.086
C2 0.26 1.45 -0.98  -0.225
N1 1.06 0.25 -0.56  0.064
C3 0.23 -0.94 -0.56  -0.292
N2 -0.99 -0.65 0.20  0.135
H1 0.49 3.59 -0.43  0.070
H2 1.32 2.44 0.64  0.055
H3 -0.36 2.53 0.79  0.074
H4 -0.81 1.28 -0.98  0.093
H5 0.67 1.81 -1.92  0.109
H6 1.36 0.39 0.48  0.072
H7 -0.11 -1.18 -1.59  0.138
H8 0.73 -1.80 -0.11  0.140
H9 -0.61 -0.66 1.15  0.068
H10 0.94 -0.25 2.70  -0.007
O1 0.83 0.31 1.92  -0.267
H11 -2.42 -3.35 -0.57  -0.006
H12 -1.67 -1.53 0.09  0.062
O2 -1.60 -2.84 -0.48  -0.199

Values from the calculation:
**LUMO**: -4.4955 eV

=====

Tell me which of them is the least stable. Sure, it is *ii*.